# C8H13N3

A 2-piece molecular cluster, C8H13N3 overall at a distorted geometry (ωB97M-V/def2-TZVPD, OMol25).

- Molecular weight: 151.21 g/mol
- Highest occupied orbital energy: -0.298 hartree
- DFT total energy: -476.5983 a.u.
- E_LUMO: 0.75 eV
- Energy above the lowest of the compared OMol25 structures with the same formula, charge and spin: 191.0 kcal/mol

CARTESIAN COORDINATES (ANGSTROEM)
C1 1.43 -0.70 1.25
C2 0.91 -1.14 -0.13
C3 0.28 -2.55 0.00
C4 -1.56 -0.90 0.41
C5 -0.40 -0.30 -0.60
C6 -0.27 1.23 -0.57
C7 0.52 2.00 -1.39
C8 -0.67 3.30 -0.06
H1 2.72 -0.64 1.20
H2 0.83 -1.41 2.39
H3 1.16 0.11 1.57
H4 1.63 -1.22 -0.71
H5 0.09 -3.03 -1.03
H6 0.63 -3.26 0.91
H7 -1.54 -2.91 0.21
H8 -2.81 -0.93 0.03
H9 -1.51 -0.45 1.17
H10 -0.49 -0.60 -1.43
H11 1.34 2.02 -2.10
H12 0.71 4.13 -1.32
H13 -1.14 4.28 0.49
N1 -1.04 -2.20 0.59
N2 0.22 3.26 -1.09
N3 -1.02 1.93 0.23

***

# C48H43Cl2F4N10O2RbS2

C48H43Cl2F4N10O2RbS2 as an isolated structure at a distorted geometry (ωB97M-V/def2-TZVPD, OMol25).

- Molecular weight: 1088.44 g/mol
- Charge: -2
- Highest occupied orbital energy: -0.097 hartree
- DFT total energy: -4693.2972 a.u.
- E_LUMO: 3.23 eV
- Energy above the lowest of the compared OMol25 structures with the same formula, charge and spin: 26.5 kcal/mol

CARTESIAN COORDINATES (ANGSTROEM)
Rb1 -0.12 1.28 1.34
C1 -3.52 -0.73 2.48
C2 -3.35 0.70 2.05
N1 -2.96 0.87 0.83
N2 -3.00 2.18 0.37
C3 -2.29 2.54 -0.64
S1 -1.02 1.81 -1.56
S2 -2.68 4.19 -1.22
C4 -4.13 4.66 -0.22
C5 -5.40 3.92 -0.54
C6 -5.99 4.02 -1.80
C7 -7.16 3.33 -2.10
C8 -7.76 2.53 -1.14
C9 -7.18 2.43 0.12
C10 -6.01 3.12 0.42
C11 -3.61 1.77 3.05
C12 -4.82 1.77 3.74
C13 -5.14 2.73 4.69
C14 -4.19 3.72 4.96
C15 -2.97 3.73 4.33
C16 -2.60 2.74 3.36
O1 -1.43 2.70 2.85
H1 -3.27 -1.39 1.65
H2 -4.55 -0.91 2.79
H3 -2.89 -0.96 3.34
H4 -4.24 5.72 -0.43
H5 -3.86 4.53 0.83
H6 -5.51 4.63 -2.56
H7 -7.59 3.41 -3.09
H8 -8.66 1.98 -1.37
H9 -7.63 1.80 0.88
H10 -5.55 3.03 1.39
H11 -5.56 1.00 3.50
H12 -6.10 2.71 5.19
H13 -4.42 4.49 5.70
H14 -2.23 4.49 4.55
Cl1 2.12 1.62 3.44
C17 1.95 0.24 4.55
H15 1.33 0.53 5.39
H16 2.95 -0.04 4.86
C18 1.28 0.44 -3.61
C19 2.20 -0.58 -4.29
C20 1.81 -1.99 -3.82
C21 1.91 -0.52 -5.79
C22 3.73 -0.34 -4.03
O2 4.44 -1.34 -4.80
C23 4.32 1.01 -4.47
C24 4.23 2.28 -3.60
C25 2.99 3.12 -3.74
C26 2.66 3.68 -4.98
C27 1.51 4.44 -5.14
C28 0.68 4.64 -4.05
Cl2 -0.78 5.58 -4.25
C29 0.98 4.10 -2.81
C30 2.14 3.36 -2.67
C31 4.25 -0.74 -2.63
N3 3.76 -0.03 -1.46
C32 2.71 -0.28 -0.69
N4 2.68 0.52 0.35
C33 3.81 1.26 0.18
N5 4.50 0.97 -0.90
H17 0.25 0.08 -3.64
H18 1.30 1.40 -4.13
H19 1.52 0.63 -2.56
H20 0.83 -2.23 -4.23
H21 1.72 -2.06 -2.74
H22 2.52 -2.74 -4.16
H23 0.83 -0.60 -5.94
H24 2.37 -1.34 -6.34
H25 2.21 0.43 -6.24
H26 4.31 -1.13 -5.73
H27 3.95 1.24 -5.48
H28 5.39 0.78 -4.59
H29 5.08 2.90 -3.90
H30 4.40 2.04 -2.55
H31 3.31 3.52 -5.83
H32 1.26 4.87 -6.09
H33 0.30 4.23 -1.97
H34 2.36 2.91 -1.70
H35 5.33 -0.62 -2.64
H36 4.05 -1.80 -2.51
H37 1.98 -1.05 -0.89
H38 4.13 2.03 0.87
F1 4.01 -5.12 2.20
C34 3.25 -5.22 3.31
C35 3.41 -6.36 4.07
F2 4.28 -7.27 3.61
C36 2.72 -6.59 5.27
C37 1.82 -5.56 5.58
C38 1.66 -4.43 4.81
F3 0.76 -3.51 5.22
C39 2.36 -4.20 3.64
C40 2.26 -2.94 2.86
C41 1.74 -1.81 3.35
N6 1.29 -0.79 3.78
C42 2.72 -2.82 1.50
N7 3.04 -2.71 0.41
F4 1.06 -5.64 6.70
C43 2.93 -7.75 6.10
C44 2.20 -8.00 7.30
N8 1.65 -8.25 8.28
C45 3.90 -8.75 5.81
N9 4.69 -9.58 5.63
C46 -2.68 -3.64 -0.54
C47 -1.31 -3.14 -1.02
C48 -0.62 -2.38 0.02
N10 -0.14 -1.73 0.83
H39 -3.13 -4.27 -1.31
H40 -3.34 -2.80 -0.34
H41 -2.58 -4.23 0.37
H42 -1.43 -2.48 -1.88
H43 -0.67 -3.97 -1.32

***

# C23H18N3OPdS4

C23H18N3OPdS4 as an isolated structure (ωB97M-V/def2-TZVPD, OMol25).

- Molecular weight: 587.11 g/mol
- Charge: -1
- 2S+1: 3
- Highest occupied orbital energy (alpha / beta): -0.162 / -0.172 hartree
- DFT total energy: -2847.4871 a.u.
- E_LUMO (alpha / beta): 2.65 / 2.40 eV

CARTESIAN COORDINATES (ANGSTROEM)
Pd1 1.03 1.19 -0.64
C1 -2.50 -1.55 -1.15
C2 -1.56 -0.37 -1.21
N1 -0.50 -0.32 -0.49
N2 -0.28 -1.35 0.41
C3 0.47 -1.00 1.41
S1 1.10 0.56 1.78
S2 0.69 -2.32 2.61
C4 -0.63 -1.75 3.74
C5 -2.00 -2.05 3.22
C6 -2.75 -1.05 2.61
C7 -4.01 -1.32 2.09
C8 -4.53 -2.60 2.17
C9 -3.79 -3.62 2.77
C10 -2.53 -3.34 3.29
C11 -1.87 0.75 -2.10
C12 -2.66 0.54 -3.24
C13 -2.98 1.55 -4.11
C14 -2.51 2.84 -3.84
C15 -1.75 3.09 -2.71
C16 -1.41 2.07 -1.80
O1 -0.76 2.36 -0.70
H1 -2.31 -2.13 -0.25
H2 -3.53 -1.21 -1.18
H3 -2.33 -2.20 -2.02
H4 -0.43 -2.25 4.69
H5 -0.48 -0.68 3.86
H6 -2.33 -0.05 2.53
H7 -4.58 -0.53 1.61
H8 -5.52 -2.82 1.76
H9 -4.19 -4.62 2.83
H10 -1.95 -4.13 3.74
H11 -3.01 -0.47 -3.45
H12 -3.57 1.36 -5.00
H13 -2.73 3.65 -4.52
H14 -1.39 4.09 -2.49
S3 1.78 1.28 -3.17
C17 3.21 1.37 -2.27
N3 3.21 1.36 -0.95
C18 4.48 1.39 -0.40
C19 4.79 1.34 0.96
C20 6.12 1.38 1.34
C21 7.14 1.47 0.40
C22 6.85 1.51 -0.95
C23 5.52 1.47 -1.35
S4 4.84 1.47 -2.95
H15 3.98 1.26 1.67
H16 6.36 1.33 2.40
H17 8.17 1.50 0.72
H18 7.64 1.58 -1.69

***

# C50H44O14P2

A 8-piece molecular cluster, C50H44O14P2 overall at a distorted geometry (ωB97M-V/def2-TZVPD, OMol25).

- Molecular weight: 930.84 g/mol
- SMILES string: C#CCCC[PH]#P(C)CC.O=C1C=CC(=O)C=C1.O=C1C=CC(=O)C=C1.O=C1C=CC(=O)C=C1.O=C1C=CC(=O)C=C1.O=C1C=CC(=O)C=C1.O=C1C=CC(=O)C=C1.O=C1C=CC(=O)C=C1
- Highest occupied orbital energy: -0.283 hartree
- DFT total energy: -3667.2101 a.u.
- E_LUMO: -2.02 eV

CARTESIAN COORDINATES (ANGSTROEM)
C1 -0.88 3.31 1.11
C2 -0.71 2.17 0.27
C3 -0.30 0.86 -0.68
C4 -1.10 0.85 -2.11
C5 -0.54 -0.25 -3.21
P1 0.80 -1.44 -2.53
P2 2.79 -0.54 -2.47
C6 3.31 -0.51 -0.61
C7 2.80 1.29 -3.01
C8 3.27 2.34 -1.79
H1 -0.65 4.08 1.99
H2 0.84 0.97 -0.92
H3 -0.48 -0.13 -0.08
H4 -0.95 1.91 -2.63
H5 -2.25 0.65 -1.94
H6 -0.10 0.25 -4.19
H7 -1.46 -0.93 -3.55
H8 0.91 -2.54 -3.48
H9 4.40 -0.09 -0.52
H10 2.59 0.12 0.07
H11 3.30 -1.61 -0.15
H12 3.62 1.44 -3.86
H13 1.78 1.66 -3.45
H14 3.36 3.43 -2.27
H15 4.30 2.01 -1.30
H16 2.47 2.42 -0.94
O1 0.76 5.63 3.13
C9 0.78 6.79 2.77
C10 2.04 7.47 2.43
C11 2.06 8.75 2.03
C12 0.81 9.53 1.90
O2 0.83 10.70 1.53
C13 -0.45 8.85 2.24
C14 -0.47 7.57 2.64
H17 2.95 6.89 2.53
H18 2.98 9.26 1.78
H19 -1.36 9.43 2.14
H20 -1.39 7.06 2.89
O3 1.52 1.00 -9.93
C15 2.18 0.62 -8.97
C16 1.54 0.16 -7.73
C17 2.26 -0.25 -6.68
C18 3.74 -0.27 -6.73
O4 4.40 -0.65 -5.77
C19 4.38 0.19 -7.98
C20 3.66 0.61 -9.02
H21 0.45 0.18 -7.71
H22 1.80 -0.59 -5.76
H23 5.46 0.17 -7.99
H24 4.11 0.95 -9.94
O5 -2.38 -3.63 5.12
C21 -2.44 -3.23 3.97
C22 -1.23 -3.12 3.13
C23 -1.30 -2.68 1.87
C24 -2.59 -2.28 1.26
O6 -2.65 -1.88 0.11
C25 -3.80 -2.39 2.10
C26 -3.73 -2.83 3.36
H25 -0.30 -3.42 3.59
H26 -0.42 -2.60 1.24
H27 -4.73 -2.09 1.64
H28 -4.61 -2.92 3.99
O7 -4.72 -0.54 4.00
C27 -4.48 0.23 4.93
C28 -3.30 0.06 5.79
C29 -3.05 0.90 6.80
C30 -3.94 2.03 7.09
O8 -3.71 2.80 8.02
C31 -5.12 2.21 6.23
C32 -5.38 1.37 5.22
H29 -2.65 -0.78 5.56
H30 -2.18 0.78 7.44
H31 -5.77 3.05 6.46
H32 -6.24 1.49 4.58
O9 -4.78 5.16 -4.53
C33 -4.18 4.26 -5.10
C34 -4.75 2.90 -5.20
C35 -4.09 1.92 -5.83
C36 -2.77 2.15 -6.45
O10 -2.17 1.25 -7.02
C37 -2.21 3.51 -6.35
C38 -2.86 4.49 -5.72
H33 -5.72 2.74 -4.74
H34 -4.49 0.91 -5.91
H35 -1.24 3.67 -6.81
H36 -2.46 5.49 -5.64
O11 1.49 -4.23 3.40
C39 2.61 -3.93 3.80
C40 3.78 -3.99 2.90
C41 5.00 -3.66 3.33
C42 5.23 -3.21 4.72
O12 6.35 -2.90 5.11
C43 4.06 -3.15 5.62
C44 2.84 -3.48 5.19
H37 3.60 -4.32 1.88
H38 5.87 -3.70 2.69
H39 4.25 -2.82 6.63
H40 1.97 -3.44 5.83
O13 2.58 -8.18 2.23
C45 1.36 -8.17 2.09
C46 0.65 -9.31 1.49
C47 -0.68 -9.30 1.35
C48 -1.49 -8.14 1.77
O14 -2.71 -8.14 1.64
C49 -0.78 -7.00 2.37
C50 0.55 -7.01 2.52
H41 1.26 -10.16 1.19
H42 -1.22 -10.13 0.91
H43 -1.38 -6.16 2.68
H44 1.09 -6.18 2.96

***

# C31H41FN3O5RuS

C31H41FN3O5RuS as an isolated structure at a distorted geometry (ωB97M-V/def2-TZVPD, OMol25).

- Molecular weight: 687.82 g/mol
- Charge: +1
- 2S+1: 5
- Highest occupied orbital energy (alpha / beta): -0.419 / -0.424 hartree
- DFT total energy: -2339.0149 a.u.
- E_LUMO (alpha / beta): -3.96 / -5.29 eV
- Energy above the lowest of the compared OMol25 structures with the same formula, charge and spin: 14.7 kcal/mol

CARTESIAN COORDINATES (ANGSTROEM)
Ru1 0.64 -0.06 -0.06
O1 -2.43 3.00 -0.56
C1 -1.41 2.36 -0.77
O2 -1.16 1.12 -0.35
C2 -0.31 2.95 -1.62
C3 0.16 1.90 -2.63
C4 0.95 2.59 -3.74
C5 2.26 2.99 -2.98
C6 2.03 2.39 -1.59
O3 1.22 1.20 -1.90
C7 1.02 3.27 -0.83
C8 1.00 2.91 0.64
O4 0.93 3.77 1.48
O5 1.13 1.60 0.92
H1 -0.75 3.82 -2.08
H2 -0.60 1.19 -2.96
H3 0.40 3.45 -4.13
H4 1.15 1.91 -4.56
H5 2.39 4.07 -2.92
H6 3.15 2.57 -3.45
H7 2.92 2.12 -1.04
H8 1.28 4.32 -0.85
C9 -2.24 -3.80 -0.73
C10 -2.49 -2.51 -1.51
C11 -2.89 -1.39 -0.55
C12 -1.36 -2.16 -2.51
C13 -1.76 -2.15 -3.84
C14 -0.86 -2.00 -4.88
C15 0.49 -1.87 -4.62
C16 0.96 -1.83 -3.32
C17 2.48 -1.70 -3.12
C18 3.18 -3.05 -3.33
C19 3.13 -0.68 -4.06
C20 0.02 -1.95 -2.25
N1 0.59 -1.87 -0.90
C21 1.41 -2.92 -0.50
C22 1.16 -4.26 -0.88
C23 1.95 -5.28 -0.40
C24 3.05 -5.00 0.42
C25 3.37 -3.68 0.73
C26 2.55 -2.69 0.27
F1 2.93 -1.42 0.43
H9 -3.16 -4.09 -0.21
H10 -1.46 -3.67 0.03
H11 -1.96 -4.62 -1.39
H12 -3.36 -2.69 -2.14
H13 -2.09 -1.15 0.14
H14 -3.75 -1.71 0.04
H15 -3.16 -0.48 -1.08
H16 -2.81 -2.28 -4.07
H17 -1.22 -2.01 -5.91
H18 1.18 -1.79 -5.44
H19 2.67 -1.35 -2.11
H20 3.00 -3.40 -4.35
H21 2.82 -3.82 -2.65
H22 4.25 -2.94 -3.19
H23 3.15 -1.05 -5.09
H24 4.16 -0.50 -3.75
H25 2.60 0.26 -4.04
H26 0.33 -4.46 -1.54
H27 1.73 -6.30 -0.67
H28 3.68 -5.80 0.78
H29 4.26 -3.43 1.29
C27 -2.07 -0.72 4.10
N2 -0.75 -0.12 4.35
C28 -0.75 0.94 5.38
C29 0.30 -0.30 3.56
S1 0.00 -1.12 2.02
N3 1.51 0.03 4.03
C30 2.66 0.36 3.20
C31 1.83 -0.15 5.45
H30 -2.54 -0.91 5.06
H31 -1.99 -1.65 3.56
H32 -2.70 -0.03 3.53
H33 -1.69 1.48 5.29
H34 0.06 1.63 5.22
H35 -0.69 0.53 6.39
H36 2.35 0.65 2.21
H37 3.37 -0.47 3.16
H38 3.16 1.22 3.64
H39 1.06 -0.72 5.96
H40 1.98 0.80 5.96
H41 2.77 -0.71 5.51

***

# C15H18O

A 2-piece molecular cluster, C15H18O overall at a distorted geometry (ωB97M-V/def2-TZVPD, OMol25).

- Molecular weight: 214.31 g/mol
- SMILES string: CCc1ccc(O)cc1.Cc1ccccc1
- Highest occupied orbital energy: -0.311 hartree
- DFT total energy: -657.5616 a.u.
- E_LUMO: 0.79 eV
- Energy above the lowest of the compared OMol25 structures with the same formula, charge and spin: 34.8 kcal/mol

CARTESIAN COORDINATES (ANGSTROEM)
C1 -2.84 -1.11 -1.06
C2 -1.60 -0.17 -1.18
C3 -1.80 1.36 -1.05
C4 -1.37 2.20 -2.05
C5 -1.37 3.59 -1.86
C6 -1.81 4.09 -0.63
O1 -1.80 5.39 -0.32
C7 -2.39 3.20 0.28
C8 -2.43 1.83 0.11
H1 -3.47 -0.91 -1.99
H2 -3.39 -1.02 -0.10
H3 -2.68 -2.20 -1.03
H4 -0.88 -0.45 -0.42
H5 -1.27 -0.30 -2.24
H6 -1.11 1.86 -3.03
H7 -1.23 4.31 -2.66
H8 -1.00 5.90 -0.24
H9 -2.83 3.67 1.19
H10 -2.82 1.19 0.87
C9 3.17 -4.18 1.71
C10 2.62 -2.82 1.33
C11 1.91 -2.64 0.16
C12 1.62 -1.32 -0.18
C13 2.03 -0.21 0.57
C14 2.64 -0.46 1.82
C15 2.88 -1.78 2.18
H11 2.91 -4.94 0.94
H12 2.81 -4.57 2.65
H13 4.31 -4.19 1.74
H14 1.76 -3.48 -0.49
H15 1.05 -1.16 -1.10
H16 2.05 0.87 0.45
H17 2.87 0.33 2.54
H18 3.48 -1.89 3.09